Record 1
23
Properties=species:S:1:pos:R:3:forces:R:3:lowdin_charge:R:1 method="wB97M-V/def2-TZVPD" mol_weight_g_mol=216.10 e_tot_ev=-38382.195 e_homo_ev="-7.30 / -7.30" lumo_energy_ev="-1.47 / -1.48" homo_lumo_gap_ev="5.824 / 5.819" total_charge=0 e_above_lowest_kcal_mol=25.8
C 3.67296 -0.03670 -0.33005 -2.85 1.34 -0.24 -0.07
C 2.77361 1.03864 -0.27553 0.41 -0.28 0.34 -0.07
C 3.12778 -1.29074 -0.30479 0.34 -1.04 -0.18 -0.10
C 1.41987 0.78851 -0.30520 0.13 2.54 0.55 -0.17
C 1.77873 -1.48136 0.00049 0.27 -2.32 1.31 -0.11
C 0.88569 -0.42556 -0.05852 -0.93 -2.35 0.26 -0.45
C -1.42475 0.45182 -1.06421 -2.56 -1.07 -1.00 -0.26
C -3.70877 0.42516 -0.49257 1.00 -1.47 1.49 -0.12
O -2.69160 0.62191 -1.43795 0.23 1.39 -0.03 -0.18
P -1.88080 -2.39209 0.19245 0.24 0.62 -0.23 0.38
P -0.83196 0.47713 2.31182 -0.73 1.55 -0.28 0.57
P -0.95495 -0.60678 0.28284 2.17 0.12 1.81 0.09
H 4.64114 0.28230 -0.42195 2.64 -0.24 -0.21 0.08
H 3.12383 2.05403 -0.08034 -0.03 -0.22 -0.61 0.11
H 3.70768 -2.18808 -0.53391 0.13 0.30 0.60 0.11
H 0.78530 1.66002 -0.29497 -0.39 0.23 -0.13 0.10
H 1.61136 -2.51642 0.50827 -0.60 1.81 -1.61 0.14
H -0.90392 0.22066 -1.97333 0.89 0.33 -0.44 0.09
H -3.53286 0.92380 0.47728 -0.07 0.31 -0.58 0.08
H -3.48754 -0.66026 -0.20847 -0.97 0.38 -0.18 -0.02
H -4.70267 0.59731 -0.87836 0.13 0.14 -0.38 0.09
H -1.29457 1.94742 2.11804 0.66 -1.92 -0.16 -0.10
H -2.11354 0.10931 2.76895 -0.10 -0.13 -0.10 -0.19

***

Record 2
20
Properties=species:S:1:pos:R:3:forces:R:3:lowdin_charge:R:1 method="wB97M-V/def2-TZVPD" smiles="C=C=C[C@@H](C)C(=C)C" mol_weight_g_mol=108.18 e_tot_ev=-8485.757 e_homo_ev="-7.80 / -7.06" lumo_energy_ev="0.84 / -0.40" homo_lumo_gap_ev="8.639 / 6.665" total_charge=0 e_above_lowest_kcal_mol=88.2
C -0.96226 0.06345 2.81771 -1.21 0.00 1.17 0.00
C -0.00159 0.06971 1.93713 -0.02 -0.21 -0.14 -0.11
C 1.07961 -0.01653 1.20205 1.21 0.38 -1.01 -0.08
C 0.98756 0.04867 -0.30581 -0.58 0.07 0.35 -0.34
C 1.64449 -1.16615 -0.97031 0.15 -0.23 -0.18 -0.07
C -0.49482 0.23084 -0.70098 -0.38 -0.99 -1.54 -0.33
C -1.39728 -0.77884 -0.74627 1.03 0.92 0.58 0.05
C -0.83914 1.56324 -1.31521 -0.10 0.07 -0.06 -0.07
H -1.99527 0.01135 2.49387 -0.27 -0.28 0.16 0.05
H -0.74982 0.06463 3.88000 -0.20 0.37 0.34 0.05
H 2.06141 0.04669 1.66129 0.38 -0.50 -0.04 0.11
H 1.55973 0.93277 -0.61938 -0.20 -0.02 -0.09 0.13
H 1.81908 -0.96260 -2.03316 -0.06 -0.07 0.15 0.08
H 2.60978 -1.40006 -0.50740 -0.08 0.17 -0.05 0.08
H 1.03513 -2.07261 -0.90178 -0.02 0.23 0.09 0.07
H -2.38522 -0.64190 -1.17410 0.08 0.12 0.14 0.06
H -1.19751 -1.73822 -0.27951 0.08 -0.02 -0.21 0.06
H -0.93202 2.32748 -0.53803 0.09 0.06 -0.07 0.08
H -0.06507 1.88289 -2.02015 0.03 0.02 0.16 0.08
H -1.77680 1.53518 -1.87996 0.05 -0.08 0.25 0.08